No. 1
66
Properties=species:S:1:pos:R:3:forces:R:3 method="wB97M-V/def2-TZVPD" charge=+1 spin_multiplicity=2 e_tot_ha=-3310.687639 relative_energy_kj_mol=0.0
Co 0.43957 -0.39322 -0.23352 0.15 0.49 0.40
C -0.36974 0.77206 2.54917 0.03 0.02 0.01
C -1.01405 -0.36736 2.09624 0.02 0.04 -0.12
C -0.26517 -1.47069 1.66905 0.01 -0.18 -0.09
C 1.13584 -1.42604 1.70778 0.03 -0.19 0.06
C 1.77897 -0.27127 2.16475 -0.02 0.01 -0.14
C 1.02332 0.82216 2.57122 -0.03 0.07 0.03
H -0.94685 1.62677 2.87638 0.01 0.00 0.00
H -2.09459 -0.41196 2.06432 0.01 0.00 0.01
H -0.77246 -2.36826 1.34332 0.02 -0.03 0.05
H 1.71234 -2.29561 1.41466 0.01 -0.02 0.08
H 2.86003 -0.23069 2.22537 0.01 0.02 0.02
H 1.52739 1.70904 2.93467 0.01 -0.01 -0.01
S -2.52799 2.07211 -2.38731 -0.03 0.00 0.00
C -1.56149 3.23503 -1.52969 -0.03 0.10 0.00
C -1.66578 4.62349 -1.52606 0.00 -0.02 -0.01
C -0.75634 5.33790 -0.77260 0.01 0.00 0.01
C 0.24077 4.68664 -0.03542 -0.01 0.01 -0.01
C 0.33917 3.31076 -0.03265 0.00 0.03 -0.02
C -0.57761 2.57979 -0.78666 0.00 -0.19 0.04
N -0.62771 1.19557 -0.90032 0.03 0.16 -0.17
C -1.58084 0.80704 -1.70795 0.04 -0.13 0.02
C -1.68846 -0.62349 -1.98009 -0.04 0.12 -0.01
C -2.64258 -1.20725 -2.80759 -0.01 -0.04 -0.03
C -2.60705 -2.57660 -3.01340 0.01 0.03 0.02
C -1.62190 -3.34220 -2.39916 -0.01 -0.01 -0.01
C -0.67114 -2.75240 -1.57044 -0.03 0.00 -0.03
C -0.69630 -1.38375 -1.34501 -0.03 -0.09 -0.08
H -2.43220 5.12884 -2.09808 0.01 -0.01 0.00
H -0.81240 6.41772 -0.75499 0.00 -0.01 0.00
H 0.94387 5.27494 0.53886 0.00 0.00 0.00
H 1.10983 2.80054 0.53100 0.00 0.00 0.00
H -3.40432 -0.60404 -3.28912 0.01 0.00 0.01
H -3.34163 -3.04722 -3.65218 0.01 -0.01 0.00
H -1.59532 -4.41149 -2.56748 0.00 0.01 0.00
H 0.08650 -3.37695 -1.10799 0.00 0.01 0.00
C 4.99553 1.95970 6.17029 0.02 0.00 0.00
C 5.15337 1.60326 4.71675 -0.01 0.02 0.01
C 5.75072 0.41177 4.32359 0.04 -0.07 0.01
C 5.89646 0.05553 2.98852 -0.04 0.04 0.02
C 5.42462 0.91721 2.00590 -0.08 -0.04 -0.14
N 5.45562 0.62079 0.62284 0.03 0.04 0.11
C 6.07660 -0.42606 -0.00310 0.20 0.07 -0.05
O 6.90345 -1.15761 0.48528 -0.11 -0.01 0.03
N 5.70204 -0.54643 -1.35216 0.04 0.04 0.01
C 4.41921 -0.35898 -1.86738 -0.04 0.00 -0.01
C 4.21213 -0.08927 -3.21723 0.07 0.02 0.00
C 2.92264 0.09734 -3.67844 -0.07 0.03 -0.01
C 1.86312 0.03118 -2.79052 0.11 -0.01 -0.01
N 2.05366 -0.25261 -1.49869 -0.19 -0.18 -0.03
C 3.29326 -0.46612 -1.05666 -0.07 0.03 0.02
C 4.82856 2.12023 2.37675 -0.03 0.02 0.03
C 4.69934 2.45545 3.71388 -0.01 0.02 -0.02
H 5.75739 1.47544 6.77988 0.00 0.00 -0.01
H 4.02133 1.64378 6.54958 0.00 0.00 -0.01
H 5.07482 3.03581 6.32406 0.00 -0.01 -0.01
H 6.13016 -0.26412 5.08114 0.00 0.01 0.00
H 6.38338 -0.86677 2.71611 0.02 -0.02 -0.01
H 5.05449 1.32140 0.02148 -0.05 0.00 0.00
H 6.36279 -1.07407 -1.90020 -0.01 -0.08 0.00
H 5.05765 -0.01718 -3.89034 -0.01 0.00 0.01
H 2.73583 0.31249 -4.72098 0.00 0.00 0.00
H 0.84228 0.19188 -3.10833 0.00 -0.02 0.00
H 3.39447 -0.72251 -0.01207 0.02 -0.02 0.00
H 4.48085 2.80746 1.61118 0.00 -0.01 0.01
H 4.25067 3.40580 3.98041 0.00 -0.01 0.00

No. 2
19
Properties=species:S:1:pos:R:3:forces:R:3 method="wB97M-V/def2-TZVPD" e_tot_ha=-647.874717 relative_energy_kj_mol=221.5 smiles="[H]/N=P/N=C.C=C(C)C"
C -0.69948 0.03478 -0.05237 0.55 -0.03 -0.50
C 2.57973 -0.79664 1.10232 -0.84 3.19 -2.91
C -1.03223 1.01136 -0.86068 -1.26 0.79 0.03
C -1.39438 2.39075 -0.42366 -1.01 -0.54 0.07
C -1.29720 0.83649 -2.33421 3.78 1.27 -0.50
N 1.14400 -3.76410 2.24137 1.17 2.40 -0.51
N 2.10895 -1.48959 1.96602 -1.14 -0.10 0.76
P 1.89079 -2.60246 3.03604 -1.36 -3.23 1.41
H -0.35392 0.13642 0.94813 -0.32 0.15 0.80
H -0.63563 -0.89949 -0.52725 0.41 -1.49 -0.12
H 1.95775 0.05634 0.63411 1.10 -1.00 0.75
H 3.51759 -1.01858 0.67793 1.39 -0.08 -0.71
H -2.43186 2.50944 -0.74487 0.11 0.50 -0.88
H -0.71305 3.07492 -0.89195 -0.04 0.87 0.02
H -1.59890 2.54596 0.62049 1.07 -0.05 0.81
H -0.91515 1.82434 -2.82647 -1.07 -1.71 0.49
H -2.26757 0.59043 -2.61055 -1.97 0.01 -0.34
H -0.64250 0.04861 -2.74764 -0.27 0.20 0.17
H 0.78305 -4.48899 2.79322 -0.31 -1.18 1.17

No. 3
99
Properties=species:S:1:pos:R:3:forces:R:3 method="wB97M-V/def2-TZVPD" charge=-1 e_tot_ha=-3749.632158
C -2.08434 -3.17487 2.37077 -0.42 -0.91 -0.78
C -3.47179 -4.04653 2.03899 1.16 0.62 0.36
I -3.46903 -5.67777 3.56309 -0.39 2.23 1.90
C -3.32178 -4.69959 0.55558 0.59 0.92 0.09
I -3.35606 -6.86877 0.77889 0.12 -0.08 -2.91
C -4.37128 -4.07647 -0.59207 3.81 -0.77 -1.74
N -3.49211 -2.96272 -1.21239 -1.61 -1.03 1.09
C -4.50948 -5.09639 -1.91504 0.99 -4.70 -6.41
O -5.63184 -5.32751 -2.59271 4.26 2.38 4.47
O -3.28674 -5.74423 -2.50060 -5.23 3.98 4.19
N -5.64481 -3.54823 -0.06179 -1.13 -0.15 0.63
C -6.00714 -2.13721 -0.36895 -2.27 1.97 0.55
C -5.39142 -1.00596 0.70075 0.28 0.68 -1.58
C -6.57311 -0.16402 1.48125 0.37 -0.33 -0.43
Cl -5.81769 1.52984 1.84878 -0.76 -1.26 -0.15
S -6.91904 -4.61186 0.31326 -4.77 -5.18 -7.16
O -6.66573 -6.13151 0.23213 0.78 5.62 1.64
O -8.14613 -4.37798 -0.65726 4.33 0.87 4.30
C -7.65767 -4.31702 2.05224 -0.07 0.27 2.29
F -6.95251 -3.15173 2.63152 -2.60 -3.29 -1.18
F -7.32978 -5.50404 2.87461 -1.73 4.39 -2.43
F -9.13962 -4.05315 1.94713 5.48 -0.99 0.99
H -1.93863 -2.43341 1.46302 -0.16 -1.23 1.97
H -2.11518 -2.64400 3.41278 0.00 -0.99 -2.12
H -1.19994 -3.97126 2.34063 -1.85 1.87 0.12
H -4.43812 -3.43720 2.25688 1.77 -1.21 -0.59
H -2.20112 -4.45818 0.21396 -2.85 -0.64 0.38
H -3.89419 -2.60405 -2.09326 0.32 -0.20 0.93
H -3.23343 -2.24569 -0.51774 -0.41 -0.30 -0.74
H -5.82890 -1.79575 -1.49948 -0.17 -1.16 2.65
H -7.18713 -2.01255 -0.22413 2.48 -0.69 -0.47
H -4.84928 -0.21025 -0.00546 -1.13 -1.63 1.68
H -4.55675 -1.43958 1.39474 -1.86 0.78 -1.09
H -6.87545 -0.59623 2.52577 0.51 0.78 -2.26
H -7.50694 0.04884 0.76953 2.16 -0.60 1.72
C 0.13978 1.52766 -2.86512 0.10 -0.05 -0.22
O 1.32544 0.76342 -3.05448 -0.61 -0.17 0.48
C 1.75676 0.12512 -1.84841 0.11 -0.42 -0.42
C 1.37875 -1.35908 -1.83864 -0.46 0.31 0.38
O -0.03961 -1.53501 -1.77375 0.46 0.24 -0.32
C -0.59959 -1.86166 -3.04165 -0.18 -0.14 0.07
H -0.25772 1.79291 -3.84853 0.15 -0.06 0.07
H -0.62694 0.96825 -2.32417 0.07 -0.02 0.03
H 0.37611 2.44874 -2.32392 -0.08 0.05 0.09
H 1.35183 0.63892 -0.96683 -0.03 -0.11 -0.13
H 2.84761 0.21056 -1.81455 0.00 0.03 0.04
H 1.79970 -1.82418 -0.94037 0.03 0.05 -0.04
H 1.79816 -1.87606 -2.71126 -0.07 0.14 0.04
H -0.35810 -2.89804 -3.29478 -0.11 0.02 -0.07
H -0.24000 -1.19732 -3.83134 0.08 0.04 0.04
H -1.68613 -1.76178 -2.97235 0.21 -0.12 0.11
C 4.63978 5.48060 -3.49454 0.12 -0.02 -0.23
O 5.82544 4.71637 -3.68389 -0.24 -0.01 0.43
C 6.25676 4.07807 -2.47782 0.07 -0.32 -0.49
C 5.87875 2.59386 -2.46805 -0.39 0.30 0.42
O 4.46039 2.41793 -2.40317 0.51 0.16 -0.33
C 3.90041 2.09128 -3.67106 -0.25 0.21 0.01
H 4.24228 5.74586 -4.47794 0.16 -0.05 0.08
H 3.87306 4.92119 -2.95359 0.06 -0.02 0.03
H 4.87611 6.40168 -2.95333 -0.10 0.05 0.08
H 5.85183 4.59186 -1.59625 -0.04 -0.12 -0.12
H 7.34761 4.16350 -2.44396 -0.01 -0.02 0.02
H 6.29970 2.12876 -1.56978 0.04 0.05 -0.03
H 6.29816 2.07688 -3.34067 -0.07 0.16 0.04
H 4.14190 1.05490 -3.92419 -0.05 -0.02 -0.12
H 4.26000 2.75562 -4.46076 0.16 -0.01 0.04
H 2.81387 2.19116 -3.60177 0.39 -0.12 0.07
C -1.20275 -5.54350 10.19310 -0.13 -0.22 0.09
O -2.56370 -5.95158 10.10975 0.23 0.40 -0.23
C -3.38384 -4.97324 9.46300 -0.14 -0.56 -0.17
C -3.67988 -5.36646 8.01263 0.40 0.48 -0.03
O -2.49491 -5.33318 7.21160 -0.15 -0.44 0.50
C -1.96282 -6.63431 6.98409 0.05 0.26 -0.12
H -0.60185 -6.41072 10.48003 -0.18 0.05 0.01
H -0.82818 -5.16670 9.23855 -0.07 0.03 -0.01
H -1.09416 -4.77334 10.96263 0.10 0.08 -0.02
H -2.92110 -3.97903 9.51330 0.00 -0.15 -0.10
H -4.32772 -4.93200 10.01599 0.00 0.01 -0.03
H -4.37551 -4.63633 7.58437 0.02 -0.04 0.03
H -4.15815 -6.35314 7.96391 0.11 0.09 0.09
H -2.58670 -7.16567 6.25958 0.03 -0.12 0.01
H -1.89503 -7.21592 7.90680 -0.06 0.02 0.03
H -0.95765 -6.52552 6.56798 -0.18 0.10 -0.01
C 7.57369 10.51655 -6.26447 -0.27 0.03 0.04
O 6.69302 9.62399 -5.59109 0.53 -0.04 -0.01
C 7.31605 8.37059 -5.29293 -0.40 0.15 0.41
C 7.73925 8.29550 -3.82286 0.43 -0.05 -0.41
O 8.79043 9.22246 -3.53535 -0.50 0.19 0.02
C 8.31262 10.38891 -2.87286 0.24 -0.10 -0.06
H 7.12392 11.51309 -6.25621 -0.05 -0.18 0.01
H 8.54943 10.57601 -5.77679 0.00 -0.07 0.01
H 7.69884 10.19848 -7.30385 0.11 0.04 -0.03
H 8.17135 8.19045 -5.95710 -0.05 0.08 0.16
H 6.57227 7.59070 -5.48518 0.06 -0.01 0.04
H 8.13283 7.29332 -3.62006 -0.07 0.03 -0.05
H 6.88056 8.45865 -3.15902 0.06 0.06 -0.15
H 8.07167 10.14916 -1.83318 -0.09 0.08 0.05
H 7.43253 10.80847 -3.36651 -0.01 -0.06 0.00
H 9.10758 11.13941 -2.88437 -0.02 -0.18 -0.01

No. 4
59
Properties=species:S:1:pos:R:3:forces:R:3 method="wB97M-V/def2-TZVPD" charge=+1 e_tot_ha=-1515.105916
C 1.52328 -0.96607 -2.36638 0.21 -0.08 0.08
C 2.48213 -1.69423 -1.42453 0.16 0.73 -0.29
N 2.95496 -2.98363 -2.00519 -0.62 -0.43 0.44
P 1.80736 -3.97835 -2.58314 0.40 -0.11 0.13
O 0.57542 -4.11129 -1.64225 -0.17 -0.13 -0.33
C -0.74493 -4.47033 -2.21241 -0.49 0.25 -0.02
C -1.82555 -3.62048 -1.53885 0.31 -0.60 -0.01
C -2.30322 -4.32547 -0.27413 0.29 0.15 0.34
C -2.97138 -3.35169 -2.51249 -0.38 0.00 0.38
C -3.83444 -2.11834 -2.19566 -0.13 0.35 -0.37
C -3.02671 -0.92421 -1.70227 0.04 0.05 0.08
C -4.58393 -1.71144 -3.47152 0.48 -0.04 0.04
H 0.48022 -1.21854 -2.18925 -0.12 -0.09 -0.07
H 1.78165 -1.15509 -3.40817 0.00 0.00 -0.07
H 1.63940 0.10403 -2.22096 -0.12 0.08 0.09
H 2.03432 -1.83989 -0.44608 -0.06 -0.20 0.06
H 3.34736 -1.05392 -1.28208 0.25 -0.21 -0.01
H 3.58721 -3.49413 -1.39637 0.25 0.19 -0.04
H 2.42192 -5.21657 -2.75648 0.09 0.02 -0.06
H 1.39663 -3.55691 -3.84299 -0.20 0.08 0.02
H -0.90058 -5.53342 -2.05242 0.15 -0.11 0.10
H -0.72642 -4.28762 -3.28846 0.15 0.10 -0.05
H -1.32166 -2.70318 -1.23853 -0.06 0.23 -0.18
H -2.75851 -5.28784 -0.49966 -0.14 -0.03 -0.10
H -1.46247 -4.51414 0.39629 0.03 -0.02 0.04
H -3.01363 -3.72247 0.28724 -0.14 0.04 -0.08
H -3.63027 -4.22286 -2.48720 -0.01 -0.10 -0.20
H -2.62359 -3.26503 -3.54313 0.23 0.12 -0.04
H -4.59147 -2.35575 -1.44796 0.09 -0.17 0.19
H -2.21978 -0.68084 -2.39816 0.05 0.00 -0.08
H -2.58564 -1.07727 -0.71714 0.00 -0.05 0.07
H -3.66203 -0.04411 -1.62730 -0.05 0.06 -0.01
H -5.16101 -2.53581 -3.88342 -0.19 -0.01 0.02
H -5.21594 -0.84492 -3.30109 -0.23 -0.05 0.04
H -3.84914 -1.42028 -4.22690 -0.02 0.01 -0.08
C 3.85825 2.64392 3.15151 0.23 0.12 0.15
O 3.19635 2.11159 1.99333 0.03 0.03 -0.02
C 2.22106 1.25528 2.26374 0.16 0.13 -0.02
O 1.85338 0.90474 3.34994 -0.08 -0.07 0.09
O 1.70506 0.83302 1.09856 -0.04 -0.06 -0.14
C 0.64179 -0.10379 1.24742 -0.14 -0.15 -0.08
H 4.61863 3.32743 2.78877 -0.05 -0.02 -0.15
H 3.15937 3.18968 3.77678 -0.03 -0.05 0.06
H 4.32699 1.85030 3.72910 -0.08 -0.07 -0.01
H -0.19753 0.32206 1.79326 0.06 0.04 0.08
H 0.98674 -1.00267 1.75869 -0.02 0.03 0.09
H 0.32094 -0.35430 0.23843 -0.01 0.07 -0.02
C 0.76226 4.56583 2.60436 -0.09 -0.20 -0.21
O 0.05039 5.65633 3.18187 -0.04 -0.03 -0.04
C 0.84554 6.59761 3.69525 -0.09 0.02 0.04
O 2.04784 6.56343 3.70586 0.12 -0.01 0.00
O 0.08294 7.56358 4.18967 -0.04 0.03 0.01
C 0.80961 8.64696 4.78041 -0.01 0.15 0.08
H 0.01605 3.86843 2.23230 -0.11 0.09 0.04
H 1.38233 4.90441 1.77585 0.09 0.01 0.07
H 1.37229 4.06821 3.35194 0.05 0.04 0.04
H 1.44715 9.12743 4.04157 0.05 -0.04 0.00
H 1.41083 8.29357 5.61519 0.05 -0.03 -0.03
H 0.06214 9.34905 5.13527 -0.05 -0.04 -0.02

No. 5
26
Properties=species:S:1:pos:R:3:forces:R:3 method="wB97M-V/def2-TZVPD" e_tot_ha=-679.075109 relative_energy_kj_mol=200.2 smiles="C=CC(C)(C=C)O[SiH](C)C"
C -2.08443 -1.20010 -1.57486 0.48 -0.52 0.47
C -1.97562 2.22533 0.06827 0.78 -3.53 0.09
C -1.16702 -1.29974 -0.62965 -3.36 5.43 0.34
C -2.12011 0.92442 0.31197 1.71 1.04 -1.02
C -1.01076 -0.65876 1.76881 0.75 4.39 0.79
C 2.31889 -1.53009 -0.08502 -1.74 1.24 1.17
C 2.66545 1.56438 -0.88684 -3.66 -0.94 0.51
C -1.04024 -0.07702 0.29814 1.42 -1.09 1.50
O 0.17813 0.59142 -0.12202 -0.31 -0.61 0.66
Si 1.74536 0.34773 0.37076 0.43 -1.59 -1.41
H -1.93739 -1.90791 -2.33739 -0.85 -0.77 -1.31
H -2.86779 -0.43049 -1.56409 0.54 -0.50 -0.28
H -2.77272 2.83051 0.10725 -2.74 2.29 0.21
H -1.07142 2.55736 -0.31779 1.58 0.77 -0.28
H -0.34468 -1.85214 -0.52660 2.76 -2.86 -0.17
H -2.98418 0.42001 0.53049 -2.64 -0.42 0.80
H -0.33522 -1.39703 1.92882 2.55 -2.41 -0.18
H -1.90245 -1.11972 2.09849 -1.49 0.09 0.04
H -0.64976 0.15297 2.55004 -1.15 -1.30 -1.54
H 1.84067 -1.78666 -1.05247 0.12 -0.29 0.76
H 3.35694 -1.67191 -0.18397 1.53 0.25 -0.38
H 2.09571 -2.19039 0.80622 -0.46 0.45 -1.24
H 1.87868 1.71604 -1.73096 1.37 0.01 1.59
H 3.00044 2.45408 -0.43027 0.17 1.25 0.25
H 3.47335 1.05400 -1.28238 1.72 -1.05 -0.83
H 1.71016 0.28370 1.88502 0.49 0.69 -0.55